Run a
Density functional theory data (ωB97M-V/def2-TZVPD) for a structure of composition C6H11NO.

CARTESIAN COORDINATES (ANGSTROEM)
C -2.6886 -0.5684 -0.3685
C 1.3304 1.5623 -0.3086
C 1.8608 2.4338 -0.9894
O -3.7177 -0.3471 0.5816
H -3.8087 -1.1465 1.1132
H -2.9678 -1.3702 -1.0695
H -2.6242 0.3531 -0.9556
H 0.5132 1.1785 0.2610
H 2.2161 3.3590 -1.3689
H 3.2872 1.4380 -1.9385
C 2.5130 -0.2441 -0.2874
C -1.3457 -0.8894 0.2220
C -1.0362 -0.8408 1.5109
N 2.4109 -1.0460 0.5807
H 2.9695 -1.7401 1.0449
H 3.4736 0.7145 -1.6307
H -0.5767 -1.1520 -0.4991
H -1.7640 -0.5687 2.2647
H -0.0451 -1.1258 1.8373

***

Run b
Density functional theory data (ωB97M-V/def2-TZVPD) for a cluster of 3 separate species, C6H11NO in total.

CARTESIAN COORDINATES (ANGSTROEM)
C -0.3547 0.1549 -0.6116
C 0.3413 -0.5749 0.2772
C -2.7651 -2.3361 0.2470
C 1.7538 2.6139 0.7731
C -1.5068 -2.1423 -0.5792
C 1.7421 1.4531 -0.1710
N 2.5418 1.1255 -1.0663
O -1.1415 -2.8598 -1.4545
H 3.3556 1.7578 -1.1844
H -0.1393 0.0886 -1.6682
H -1.1390 0.8279 -0.2934
H 0.1380 -0.5112 1.3374
H 1.1274 -1.2396 -0.0507
H -2.4856 -2.4060 1.3006
H -3.3961 -1.4513 0.1379
H -3.3119 -3.2338 -0.0620
H 2.6321 3.2609 0.6166
H 1.7589 2.2591 1.8067
H 0.8490 3.2133 0.6449

***

Run c
Density functional theory data (ωB97M-V/def2-TZVPD) for an isolated molecule of C6H11NO.

Properties
SMILES: CN/C=C/CCC=O

CARTESIAN COORDINATES (ANGSTROEM)
C -2.5859 -2.2887 0.9710
N -1.2183 -1.8419 1.1365
C -0.8423 -0.7132 0.4207
C 0.3172 -0.4911 -0.1960
C 0.6271 0.8313 -0.8302
C 1.8002 1.5582 -0.1635
C 2.3032 2.6985 -1.0075
O 2.7283 2.5514 -2.1196
H -2.8184 -2.6687 -0.0240
H -3.2646 -1.4568 1.1494
H -2.8279 -3.0367 1.7261
H -0.5604 -2.6061 1.1391
H -1.6303 0.0289 0.4223
H 1.0952 -1.2513 -0.1780
H 0.8315 0.7923 -1.9130
H -0.2838 1.4398 -0.7834
H 1.5307 1.9142 0.8359
H 2.6027 0.8282 -0.0299
H 2.1959 3.7117 -0.5559

***

Run d
Density functional theory data (ωB97M-V/def2-TZVPD) for an isolated molecule of C6H11NO.

Properties
SMILES: [H]/N=C1\O[C@@H]1[C@@H](C)CC

CARTESIAN COORDINATES (ANGSTROEM)
H -3.8238 1.2429 0.2978
N -2.8375 1.3531 -0.0944
C -2.3001 0.2412 -0.1137
O -2.3378 -1.0524 -0.1063
C -0.9598 -0.6087 -0.4729
C 0.1880 -0.6386 0.5397
C 1.1109 -1.7337 0.0752
C 0.8588 0.7437 0.7443
C 1.1089 1.4532 -0.6128
H -0.8733 -0.9196 -1.5331
H -0.1976 -1.0498 1.4955
H 1.9655 -1.8563 0.8622
H 1.6955 -1.7023 -0.9175
H 0.3446 -2.5979 -0.0283
H 1.9123 0.4634 1.1447
H 0.3816 1.5653 1.4469
H 1.8586 2.3126 -0.3621
H 0.2961 1.9766 -1.1119
H 1.6090 0.8073 -1.2531

***

Relative stability in eV, measured from the most stable structure: run a 5.908; run b 4.933; run c 0.000; run d 2.199

***

Run a
Density functional theory data (ωB97M-V/def2-TZVPD) for a cluster of 2 separate species, C6H11NO in total.

Properties
SMILES: CC(N)=O.C=CC=C

CARTESIAN COORDINATES (ANGSTROEM)
C -1.0292 -2.1654 -0.5681
C -1.2453 -1.3813 0.7428
N -0.2305 -1.5380 1.6650
O -2.2183 -0.6610 1.0329
H -0.9491 -3.2460 -0.3560
H -0.1186 -1.8397 -1.0666
H -1.8924 -1.9977 -1.2366
H 0.6556 -1.9703 1.5198
H -0.4714 -1.1640 2.6280
C 1.5507 2.5675 0.9305
C 1.3331 1.9743 -0.2774
C 0.1372 1.1724 -0.5755
C -0.0833 0.6321 -1.8212
H 0.7530 2.6195 1.6843
H 2.5411 2.9691 1.1797
H 2.1178 2.0532 -1.0443
H -0.5821 1.1002 0.2297
H -1.0487 0.2495 -2.1666
H 0.7804 0.6256 -2.5004

***

Run b
Density functional theory data (ωB97M-V/def2-TZVPD) for a structure of composition C6H11NO.

CARTESIAN COORDINATES (ANGSTROEM)
C -0.2978 1.3277 -0.5893
C 0.9915 -1.3800 -0.9619
C 2.0270 -0.6459 -0.1096
C 0.5710 -0.3474 0.0536
C -0.6094 2.1774 0.5762
C -1.2423 -1.5791 0.9596
N -0.3867 1.4858 -1.8258
O -0.1535 -0.7063 1.2568
H 0.8452 -0.9311 -1.9003
H 0.6560 -2.5038 -0.9760
H 2.3752 -1.2560 0.7601
H 2.8249 -0.0058 -0.5210
H 0.1294 2.1531 1.4541
H -1.5969 1.9526 0.9917
H -0.5936 3.1540 0.2159
H -1.0795 -2.5925 0.5392
H -1.8703 -1.2209 0.1507
H -1.7560 -1.5826 1.9349
H -0.8342 2.5009 -2.0086

***

Run c
Density functional theory data (ωB97M-V/def2-TZVPD) for an isolated molecule of C6H11NO.

Properties
SMILES: C/C=C(/C)[C@@H](N)C=O

CARTESIAN COORDINATES (ANGSTROEM)
C 0.7331 1.2825 1.4977
C -0.0804 1.3709 0.2496
C -0.4488 0.3807 -0.5527
C -1.2751 0.6101 -1.7803
C -0.0324 -1.0626 -0.3274
N 1.3399 -1.2586 -0.7688
C -0.3195 -1.5252 1.0893
O -1.3536 -1.3796 1.6770
H 1.0549 0.2661 1.7131
H 0.1439 1.6346 2.3444
H 1.6125 1.9226 1.4173
H -0.3985 2.3758 0.0021
H -2.2287 0.0901 -1.6919
H -1.4690 1.6687 -1.9293
H -0.7552 0.2179 -2.6532
H -0.6640 -1.6988 -0.9657
H 1.9612 -0.6051 -0.3055
H 1.6538 -2.2018 -0.5660
H 0.5258 -2.0883 1.5503

***

Relative stability in eV, measured from the most stable structure: run a 0.266; run b 3.262; run c 0.000

***

Run a
Density functional theory data (ωB97M-V/def2-TZVPD) for a structure of composition C11H20OSi.

CARTESIAN COORDINATES (ANGSTROEM)
C -1.0841 1.3756 -0.4982
C -2.5783 -1.3797 1.4429
C -1.8291 -1.0474 2.7417
C -1.7068 -1.8588 0.3065
C -0.7639 0.0914 2.4695
C -0.3892 -1.0634 0.1255
C 0.1264 -0.2852 1.2914
C -0.2248 0.2623 -0.5002
C 2.4866 -0.8425 -1.3268
C 2.4358 2.2138 -0.5571
C 0.7616 1.0697 -3.1459
O -0.6345 2.4622 -0.9698
Si 1.3587 0.6729 -1.3800
H -2.0559 1.3237 0.0407
H -3.3792 -2.1352 1.5962
H -3.1265 -0.4431 1.0197
H -2.5035 -0.6420 3.4962
H -1.3745 -1.9256 2.9798
H -1.3516 -2.8729 0.4628
H -2.2142 -1.9424 -0.7324
H -1.3912 1.0230 2.3185
H -0.0319 0.2556 3.2693
H 0.4722 -1.7445 -0.2068
H 1.1016 0.0198 1.4013
H 2.4763 -1.5316 -0.5032
H 2.3739 -1.4671 -2.1677
H 3.4741 -0.4778 -1.4009
H 2.2873 1.9692 0.5692
H 3.4157 2.1928 -0.8669
H 2.1715 3.2019 -0.8194
H -0.2765 1.3953 -2.9454
H 1.2647 1.9321 -3.7177
H 0.7091 0.1979 -3.7929

***

Run b
Density functional theory data (ωB97M-V/def2-TZVPD) for a cluster of 2 separate species, C11H20OSi in total.

CARTESIAN COORDINATES (ANGSTROEM)
C 2.0041 -3.0795 -0.1908
C -3.5479 -0.0533 -0.0449
C -2.8089 1.2877 0.3880
C -2.9309 -1.3383 0.4799
C -1.3029 1.2477 -0.0048
C -1.4751 -1.3274 0.1504
C 3.8670 0.6695 0.5802
C 3.1531 1.9600 0.5980
C -0.6796 -0.0432 0.4951
C 2.3840 0.6801 0.8727
C 1.1812 0.2265 -1.9835
O 1.2485 -3.9350 -0.6500
Si 1.1243 -0.2329 -0.1709
H 3.1020 -3.2926 -0.3051
H -4.3848 0.1135 0.5367
H -3.7758 0.0729 -1.0639
H -3.2691 2.1057 -0.1227
H -3.0690 1.4269 1.3932
H -3.2867 -1.6161 1.4223
H -3.2420 -2.1755 -0.2619
H -1.1560 1.2834 -1.1209
H -0.8440 2.1443 0.4065
H -1.0189 -2.1793 0.6743
H -1.2300 -1.4177 -0.9233
H 4.2906 0.2836 -0.3399
H 4.5548 0.5541 1.3894
H 3.2213 2.5928 1.4941
H 2.6477 2.6449 -0.1969
H -0.5877 -0.0378 1.6443
H 2.2497 0.5377 1.9278
H 2.1762 0.6077 -2.2303
H 1.0643 -0.6209 -2.6987
H 0.3406 0.9106 -2.1446

***

Relative stability in eV, measured from the most stable structure: run a 0.000; run b 2.469

***

Run a
Density functional theory data (ωB97M-V/def2-TZVPD) for an isolated molecule of C17H22N4O5.

Properties
SMILES: C#CCOC(=O)CNC(=O)[C@H](CCCOC)NC(=O)c1cnc(C)cn1

CARTESIAN COORDINATES (ANGSTROEM)
C 3.9657 -4.0435 1.2902
C 2.8369 -4.4254 1.1846
C 1.4621 -4.8995 1.0575
O 0.5141 -3.9077 1.4895
C 0.2486 -2.9371 0.6016
O 0.7076 -2.8878 -0.5074
C -0.7387 -1.9454 1.1738
N -0.9483 -0.8518 0.2635
C -0.5623 0.4120 0.5875
O -0.2782 0.7543 1.7196
C -0.4707 1.3694 -0.5918
C 0.8708 1.1473 -1.3046
C 1.0243 2.0181 -2.5441
C 2.3430 1.7816 -3.2480
O 3.3973 2.1476 -2.3813
C 4.6604 1.9303 -2.9619
N -0.6083 2.7172 -0.0906
C -1.3698 3.6314 -0.7257
O -1.8691 3.4689 -1.8279
C -1.4866 4.9461 -0.0053
C -1.6633 6.1149 -0.7347
N -1.7208 7.3022 -0.1464
C -1.6071 7.3314 1.1816
C -1.6870 8.6662 1.8558
C -1.4103 6.1539 1.9009
N -1.3331 4.9684 1.3134
H 4.9670 -3.6982 1.3828
H 1.2545 -5.1791 0.0254
H 1.2918 -5.7536 1.7085
H -1.6656 -2.4794 1.3971
H -0.3589 -1.5450 2.1131
H -1.0049 -1.0834 -0.7157
H -1.2907 1.1902 -1.2921
H 1.6793 1.3579 -0.6012
H 0.9558 0.0912 -1.5828
H 0.2088 1.8224 -3.2452
H 0.9556 3.0729 -2.2702
H 2.4455 0.7225 -3.5285
H 2.3958 2.3741 -4.1712
H 5.4128 2.2368 -2.2386
H 4.8090 0.8717 -3.2070
H 4.7843 2.5194 -3.8786
H -0.3702 2.8744 0.8804
H -1.7626 6.0734 -1.8117
H -1.5545 8.5787 2.9328
H -0.9214 9.3314 1.4567
H -2.6549 9.1265 1.6562
H -1.3006 6.1766 2.9791

***

Run b
Density functional theory data (ωB97M-V/def2-TZVPD) for an isolated molecule of C17H22N4O5.

Properties
SMILES: O=C(NCCCN1CCOCC1)C(=O)N/N=C/c1ccc2c(c1)OCO2

CARTESIAN COORDINATES (ANGSTROEM)
O 0.2390 -1.9873 0.7224
C 0.3677 -1.6717 -0.4489
N -0.1823 -2.2797 -1.5017
C -1.1095 -3.3802 -1.4105
C -2.5204 -2.9600 -1.8328
C -3.1407 -1.8981 -0.9140
N -4.1630 -2.4537 -0.0423
C -4.9564 -1.4046 0.5783
C -6.0686 -2.0375 1.4131
O -5.5447 -2.8746 2.4150
C -4.7543 -3.8856 1.8375
C -3.6130 -3.3087 0.9992
C 1.2330 -0.4758 -0.8685
O 1.3415 -0.1466 -2.0377
N 1.7928 0.0980 0.2150
N 2.6075 1.1650 0.3554
C 3.0130 1.8478 -0.6452
C 3.8817 2.9874 -0.4411
C 4.3162 3.7191 -1.5456
C 5.1483 4.8243 -1.4138
C 5.5296 5.1712 -0.1390
C 5.0993 4.4430 0.9772
C 4.2808 3.3540 0.8574
O 5.6262 5.0055 2.1094
C 6.3961 6.1051 1.6774
O 6.3297 6.1983 0.2692
H 0.0030 -1.8573 -2.4041
H -1.0905 -3.7110 -0.3704
H -0.7596 -4.1949 -2.0527
H -2.4677 -2.5718 -2.8516
H -3.1703 -3.8348 -1.8450
H -2.3486 -1.3951 -0.3332
H -3.6316 -1.1375 -1.5262
H -4.3373 -0.7628 1.2303
H -5.4003 -0.7855 -0.2047
H -6.7286 -2.6171 0.7497
H -6.6504 -1.2694 1.9255
H -5.3813 -4.5240 1.1957
H -4.3599 -4.4776 2.6651
H -2.9216 -2.7488 1.6528
H -3.0717 -4.1349 0.5379
H 1.5553 -0.3517 1.0994
H 2.7395 1.6233 -1.6740
H 3.9972 3.4197 -2.5324
H 5.4831 5.3888 -2.2677
H 3.9440 2.7875 1.7074
H 7.4444 5.9686 1.9874
H 6.0032 7.0318 2.1256

***

Relative stability in eV, measured from the most stable structure: run a 0.000; run b 0.158